(1)
ORCA calculation (the ωB97M-V functional and the def2-TZVPD basis) on the molecule C21H22N4O3S.

SMILES string = O=c1[nH]c(CN2CCN(S(=O)(=O)/C=C/c3ccccc3)CC2)nc2ccccc12
Highest occupied orbital energy = -8.54 eV
Orbital gap = 0.32423 hartree

Atoms and positions in Å:
O (0.001, 3.748, 2.227)
C (0.411, 2.867, 1.504)
N (-0.378, 2.395, 0.457)
C (0.004, 1.408, -0.407)
C (-1.005, 1.065, -1.472)
N (-0.766, -0.205, -2.110)
C (0.357, -0.226, -3.028)
C (0.757, -1.694, -3.270)
N (-0.350, -2.586, -3.018)
S (-0.337, -3.320, -1.512)
O (-1.565, -4.054, -1.405)
O (0.903, -4.035, -1.429)
C (-0.287, -2.058, -0.252)
C (-1.337, -1.844, 0.526)
C (-1.382, -0.852, 1.596)
C (-0.250, -0.545, 2.350)
C (-0.306, 0.415, 3.342)
C (-1.486, 1.099, 3.587)
C (-2.618, 0.801, 2.846)
C (-2.571, -0.176, 1.869)
C (-1.620, -2.067, -3.444)
C (-1.963, -0.745, -2.728)
N (1.139, 0.824, -0.341)
C (2.010, 1.185, 0.660)
C (3.237, 0.521, 0.754)
C (4.127, 0.859, 1.748)
C (3.822, 1.863, 2.666)
C (2.619, 2.527, 2.588)
C (1.702, 2.194, 1.590)
H (-1.295, 2.817, 0.376)
H (-1.030, 1.902, -2.199)
H (-1.987, 1.020, -0.990)
H (1.182, 0.317, -2.571)
H (0.094, 0.260, -3.984)
H (1.092, -1.831, -4.304)
H (1.560, -2.007, -2.604)
H (0.654, -1.546, -0.176)
H (-2.240, -2.409, 0.330)
H (0.668, -1.083, 2.166)
H (0.575, 0.633, 3.928)
H (-1.522, 1.860, 4.351)
H (-3.542, 1.326, 3.039)
H (-3.459, -0.416, 1.300)
H (-1.574, -1.921, -4.527)
H (-2.363, -2.832, -3.222)
H (-2.693, -0.927, -1.934)
H (-2.406, -0.035, -3.450)
H (3.460, -0.255, 0.038)
H (5.072, 0.341, 1.819)
H (4.533, 2.117, 3.438)
H (2.354, 3.306, 3.286)

=====

(2)
ORCA calculation (the ωB97M-V functional and the def2-TZVPD basis) on the molecule C21H22N4O3S.

SMILES string = CC(=O)Nc1ccc(NC(=O)c2sc3nc4n(c(=O)c3c2C)CCCCC4)cc1
Highest occupied orbital energy = -8.07 eV
Orbital gap = 0.30875 hartree

Atoms and positions in Å:
C (5.468, 4.229, -1.659)
C (5.083, 2.819, -2.061)
O (5.454, 2.296, -3.085)
N (4.278, 2.222, -1.131)
C (3.730, 0.937, -1.136)
C (3.925, 0.034, -2.178)
C (3.347, -1.218, -2.121)
C (2.563, -1.602, -1.036)
N (2.013, -2.887, -1.023)
C (0.880, -3.355, -0.424)
O (0.678, -4.548, -0.330)
C (-0.102, -2.350, 0.040)
S (-0.788, -2.573, 1.631)
C (-1.849, -1.240, 1.367)
N (-2.733, -0.812, 2.284)
C (-3.500, 0.177, 1.949)
N (-3.448, 0.797, 0.741)
C (-2.533, 0.423, -0.271)
O (-2.523, 1.014, -1.334)
C (-1.687, -0.680, 0.105)
C (-0.679, -1.330, -0.665)
C (-0.343, -0.943, -2.063)
C (-4.337, 1.901, 0.423)
C (-4.036, 3.161, 1.236)
C (-4.678, 3.156, 2.620)
C (-4.164, 2.037, 3.521)
C (-4.478, 0.635, 2.984)
C (2.396, -0.710, 0.020)
C (2.965, 0.546, -0.038)
H (6.008, 4.218, -0.715)
H (6.105, 4.655, -2.429)
H (4.578, 4.845, -1.550)
H (4.047, 2.770, -0.313)
H (4.527, 0.319, -3.024)
H (3.503, -1.912, -2.935)
H (2.556, -3.606, -1.486)
H (0.044, -1.792, -2.622)
H (0.410, -0.154, -2.064)
H (-1.231, -0.552, -2.553)
H (-5.375, 1.590, 0.567)
H (-4.175, 2.104, -0.639)
H (-4.412, 4.020, 0.679)
H (-2.953, 3.273, 1.325)
H (-4.480, 4.116, 3.102)
H (-5.761, 3.061, 2.511)
H (-4.632, 2.140, 4.502)
H (-3.085, 2.134, 3.659)
H (-4.413, -0.088, 3.797)
H (-5.494, 0.613, 2.584)
H (1.833, -1.000, 0.892)
H (2.824, 1.230, 0.787)

=====

Quick one: most stable of them? (2)

=====

(1)
ORCA calculation (the ωB97M-V functional and the def2-TZVPD basis) on the molecule CH7PSi.

SMILES string = C[SiH2]P
Highest occupied orbital energy = -9.54 eV
Orbital gap = 0.38614 hartree

Atoms and positions in Å:
C (1.188, -0.285, -1.038)
Si (0.226, -0.061, 0.581)
P (-2.034, -0.038, 0.352)
H (0.984, 0.509, -1.855)
H (2.215, -0.223, -0.817)
H (0.782, -1.326, -1.467)
H (0.311, -1.305, 1.192)
H (0.922, 0.946, 1.443)
H (-2.385, 1.243, -0.012)
H (-2.208, 0.542, 1.621)

=====

(2)
ORCA calculation (the ωB97M-V functional and the def2-TZVPD basis) on a cluster of 2 separate species, CH7PSi in total.

SMILES string = C=[SiH2].P
Highest occupied orbital energy = -8.35 eV
Orbital gap = 0.31575 hartree

Atoms and positions in Å:
C (1.113, 0.839, -1.913)
Si (1.404, -0.881, -1.614)
H (1.692, 1.529, -2.476)
H (0.171, 1.298, -1.481)
H (0.272, -1.418, -0.724)
H (2.243, -1.462, -2.486)
P (-1.089, 0.058, 2.498)
H (-1.611, -0.843, 3.477)
H (-1.857, 1.205, 3.050)
H (-2.336, -0.325, 1.668)

=====

Quick one: most stable of them? (1)

=====

(1)
ORCA calculation (the ωB97M-V functional and the def2-TZVPD basis) on a structure of composition C3H5N2.

Net charge = +1
Multiplicity = 3
Highest occupied orbital energy (spin up / spin down) = -12.51 / -17.63 eV
Orbital gap (spin up / spin down) = 0.29550 / 0.40189 hartree

Atoms and positions in Å:
C (-1.572, 0.498, -0.269)
C (-0.145, 1.036, -0.155)
C (-1.022, -0.927, -0.447)
N (-2.472, -0.010, 0.352)
N (0.313, -0.396, 0.166)
H (0.186, 1.406, -1.186)
H (0.071, 1.787, 0.736)
H (-1.134, -1.946, -0.287)
H (1.208, -0.836, -0.273)
H (0.466, -0.379, 1.147)

=====

(2)
ORCA calculation (the ωB97M-V functional and the def2-TZVPD basis) on a cluster of 2 separate species, C3H5N2 in total.

Net charge = +1
Multiplicity = 3
Highest occupied orbital energy (spin up / spin down) = -12.00 / -16.81 eV
Orbital gap (spin up / spin down) = 0.29095 / 0.33859 hartree

Atoms and positions in Å:
C (-1.577, 0.059, -0.004)
C (0.655, 0.626, 0.023)
C (0.488, -0.826, -0.031)
N (-0.757, -1.119, -0.044)
N (-0.724, 1.043, 0.031)
H (1.205, 0.942, 0.920)
H (1.222, 1.017, -0.831)
H (1.703, -1.721, -0.052)
H (-1.201, -2.031, -0.080)
H (-1.014, 2.011, 0.067)

=====

Quick one: most stable of them? (2)

=====

(1)
ORCA calculation (the ωB97M-V functional and the def2-TZVPD basis) on the ion C2H8N5 with charge +1.

Net charge = +1
SMILES string = N/C=[NH+]/N=C(N)N
Highest occupied orbital energy = -12.48 eV
Orbital gap = 0.34608 hartree

Atoms and positions in Å:
N (-3.121, -0.065, -0.053)
C (-1.954, 0.536, 0.132)
N (-0.799, -0.006, -0.130)
N (0.344, 0.714, -0.013)
C (1.502, 0.115, 0.006)
N (2.584, 0.903, -0.044)
N (1.692, -1.235, 0.025)
H (-3.979, 0.413, 0.167)
H (-3.189, -0.989, -0.452)
H (-1.934, 1.539, 0.537)
H (-0.762, -0.944, -0.543)
H (2.452, 1.891, -0.168)
H (3.515, 0.529, -0.028)
H (1.010, -1.829, 0.465)
H (2.639, -1.572, 0.098)

=====

(2)
ORCA calculation (the ωB97M-V functional and the def2-TZVPD basis) on the ion C2H8N5 with charge +1.

Net charge = +1
SMILES string = [H]/N=[N+](\N)NCN=C
Highest occupied orbital energy = -14.40 eV
Orbital gap = 0.35453 hartree

Atoms and positions in Å:
H (-3.545, 0.155, 0.305)
N (-2.706, -0.379, 0.514)
N (-1.599, 0.058, 0.068)
N (-1.396, 1.276, -0.339)
N (-0.574, -0.775, 0.168)
C (0.717, -0.583, -0.503)
N (1.530, 0.327, 0.311)
C (2.757, -0.073, 0.533)
H (-2.257, 1.872, -0.593)
H (-0.548, 1.426, -0.894)
H (-0.591, -1.474, 0.917)
H (1.192, -1.508, -0.672)
H (0.350, -0.004, -1.303)
H (3.286, 0.668, 1.115)
H (3.382, -0.986, 0.371)

=====

Quick one: most stable of them? (1)